Here is a molecular structure, C25H36NO2Pb from OMol25. Energies are from wB97M-V/def2-TZVPD.

Structure (XYZ):
```
65
Properties=species:S:1:pos:R:3:forces:R:3
H 0.684 0.880 -7.578 -0.2 -0.2 0.0
Pb -0.263 -0.138 1.961 -1.9 0.3 0.6
C 0.736 -2.888 1.774 1.0 0.2 -0.1
H 0.448 1.343 -3.449 -0.3 0.4 0.7
O 0.235 -0.144 -4.834 0.0 0.9 -1.3
H 0.346 -3.390 0.887 0.1 0.2 0.2
H 1.391 -2.446 -5.923 0.2 0.1 -0.1
C -0.103 -0.379 -1.528 -0.2 -0.7 -0.1
C 1.930 -2.090 1.842 0.3 0.6 0.6
H -2.801 -1.597 4.466 -0.1 0.5 -0.5
H 1.530 1.988 7.006 0.1 0.1 -0.1
H 1.429 2.482 -1.545 -0.2 -0.2 0.0
H 2.224 -0.953 -6.488 -0.1 -0.1 0.1
C -3.032 -1.150 2.272 0.4 0.7 -0.7
H -0.635 -0.880 -0.678 0.4 0.3 -0.4
C -0.280 1.661 -2.685 0.8 -0.4 -0.6
O 0.921 0.537 -1.040 -0.9 0.0 0.2
H 3.106 3.183 5.078 -0.4 -0.3 0.0
H 0.396 -1.167 -2.121 -0.2 0.4 0.3
H -1.061 -2.505 -5.625 -0.1 0.0 0.0
C 2.478 2.171 2.384 0.3 0.0 -0.3
H 1.193 -1.887 -7.600 0.1 0.1 0.3
C -2.985 1.162 2.516 0.3 -0.4 -0.1
H -3.127 -2.148 1.838 -0.1 0.4 0.1
H 2.606 -1.857 1.012 -0.4 -0.1 0.4
H -0.330 0.162 6.981 0.1 0.0 -0.2
C -1.156 -1.607 -6.243 -0.1 -0.3 0.0
C 1.313 -1.557 -6.557 0.0 0.0 0.0
C -0.100 0.583 -6.880 0.1 -0.4 0.4
C 0.094 -0.763 -6.145 -0.2 -0.5 -1.1
H 3.540 2.427 2.502 -0.3 0.0 -0.2
C -1.113 0.421 -2.367 0.0 0.5 0.4
C 1.523 1.824 5.938 1.4 1.2 -0.9
C 1.929 1.866 3.714 -1.2 -0.9 0.5
H -0.128 2.330 -0.643 0.4 -0.1 -0.1
H -0.091 -1.039 5.720 -0.1 0.2 -0.1
C 1.080 -2.309 3.974 -2.2 -1.8 -0.5
H -2.043 -1.040 -5.933 0.2 -0.1 0.0
H -3.306 0.223 0.495 0.0 -0.1 0.3
H -2.824 1.106 4.740 0.0 -0.1 -0.3
H -0.702 -3.549 3.389 0.5 0.3 -0.2
N 0.917 0.963 3.919 0.1 0.0 0.0
H 1.029 -2.316 5.061 0.0 0.0 -0.5
H -1.099 0.690 -7.306 0.3 0.1 -0.1
H -3.061 2.241 2.317 0.0 -0.7 0.1
H -1.326 0.176 5.527 0.2 0.0 -0.1
H -1.284 -1.918 -7.291 0.0 0.1 0.3
C 0.522 1.877 -1.421 -0.4 0.1 0.3
C 0.664 0.909 5.269 0.4 0.2 -1.2
H -1.988 0.696 -1.764 0.1 -0.1 0.0
C 2.328 2.427 4.954 -0.6 -0.2 1.8
H 1.961 3.039 1.942 0.2 -0.2 0.1
H -0.887 1.645 -5.136 0.3 -0.1 0.0
C 0.198 -2.998 3.094 0.6 0.8 2.1
C 0.034 1.167 -5.492 -0.1 0.3 0.4
H 2.400 1.318 1.690 0.0 0.3 0.2
H -0.830 2.507 -3.095 0.0 0.1 0.4
C -0.314 0.012 5.896 -0.3 0.0 0.8
C -3.112 0.103 1.560 0.3 -0.5 0.4
C -2.848 0.564 3.799 0.1 -0.5 -0.4
H 2.960 -1.150 3.615 -0.3 -0.3 -0.3
H -1.464 -0.084 -3.272 0.3 0.0 0.3
C -2.863 -0.858 3.653 0.4 0.7 0.0
C 2.124 -1.724 3.206 0.9 -0.3 -2.1
H 0.888 1.845 -5.355 -0.2 -0.3 0.1
```
Positions in Å, forces in eV/Å.

Energy above the lowest of the compared OMol25 structures with the same formula, charge and spin ... 1.8 kcal per mole
Spin multiplicity ... 1
Net charge ... +1
Strongest force on any atom ... 2.9 eV/A

natural (NBO) charges, unit e, in atom order:
1. H 0.219
2. Pb 1.367
3. C -0.102
4. H 0.235
5. O -0.576
6. H 0.248
7. H 0.213
8. C -0.067
9. C -0.424
10. H 0.229
11. H 0.243
12. H 0.202
13. H 0.217
14. C -0.373
15. H 0.142
16. C -0.429
17. O -0.559
18. H 0.247
19. H 0.209
20. H 0.212
21. C -0.680
22. H 0.221
23. C -0.327
24. H 0.234
25. H 0.263
26. H 0.242
27. C -0.627
28. C -0.625
29. C -0.466
30. C 0.275
31. H 0.256
32. C -0.439
33. C -0.233
34. C 0.328
35. H 0.156
36. H 0.245
37. C -0.217
38. H 0.210
39. H 0.235
40. H 0.222
41. H 0.258
42. N -0.708
43. H 0.235
44. H 0.215
45. H 0.239
46. H 0.278
47. H 0.222
48. C -0.066
49. C 0.344
50. H 0.199
51. C -0.258
52. H 0.264
53. H 0.179
54. C -0.312
55. C -0.073
56. H 0.236
57. H 0.226
58. C -0.692
59. C -0.412
60. C -0.342
61. H 0.242
62. H 0.254
63. C -0.319
64. C -0.120
65. H 0.188